{
  "formula": "C41H43AlF6I2N",
  "method": "ωB97M-V/def2-TZVPD",
  "elements": ["C", "N", "C", "Al", "C", "I", "C", "C", "I", "H", "H", "H", "H", "H", "H", "H", "H", "H", "H", "H", "H", "H", "F", "C", "C", "C", "C", "C", "C", "H", "H", "H", "H", "H", "F", "C", "C", "C", "C", "C", "C", "H", "H", "H", "H", "H", "F", "C", "C", "C", "C", "C", "C", "H", "H", "H", "H", "H", "F", "C", "C", "C", "C", "C", "C", "H", "H", "H", "H", "H", "F", "C", "C", "C", "C", "C", "C", "H", "H", "H", "H", "H", "F", "C", "C", "C", "C", "C", "C", "H", "H", "H", "H", "H"],
  "coordinates": [[4.53516, 5.30698, 2.79045], [4.60501, 4.47915, 1.59942], [5.18975, 3.13667, 1.87017], [3.93972, 1.64061, 2.36806], [2.17971, 1.68728, 1.28138], [1.00435, 0.07629, 2.17948], [1.22808, 2.87121, 1.17818], [1.26182, 3.82967, 2.35718], [1.67817, 3.90223, -0.69208], [3.63937, 5.94074, 2.81389], [5.41001, 5.95791, 2.94778], [4.48001, 4.65595, 3.66758], [5.15783, 4.94154, 0.88786], [5.74621, 2.83004, 0.97459], [5.96025, 3.21951, 2.66195], [3.54224, 1.69946, 3.94863], [4.58325, 0.20588, 1.93493], [2.33097, 1.26542, 0.28762], [0.20707, 2.57801, 0.94577], [0.29084, 4.28582, 2.55133], [1.57427, 3.25590, 3.23732], [2.01228, 4.61151, 2.22819], [-1.82240, 3.59004, 5.20525], [-2.63552, 2.94148, 4.34040], [-3.87914, 3.48682, 4.08403], [-4.71644, 2.82288, 3.19736], [-4.30535, 1.64539, 2.58720], [-3.04812, 1.12988, 2.86989], [-2.19383, 1.77200, 3.75747], [-4.16763, 4.40923, 4.56899], [-5.69219, 3.23790, 2.97684], [-4.95419, 1.14302, 1.88301], [-2.69942, 0.22460, 2.38721], [-1.21140, 1.36885, 3.95887], [-1.58274, -2.78065, -1.48849], [-0.90884, -1.77502, -2.09524], [-0.65385, -1.88319, -3.44810], [0.03652, -0.84792, -4.06716], [0.44500, 0.25894, -3.33525], [0.17703, 0.33078, -1.97410], [-0.50694, -0.69499, -1.33463], [-0.98756, -2.75720, -3.99045], [0.26308, -0.91091, -5.12383], [0.98222, 1.06804, -3.81369], [0.51501, 1.18948, -1.40983], [-0.71678, -0.66559, -0.27288], [5.03144, -3.80972, 2.08001], [3.97856, -4.15291, 1.30998], [2.82117, -3.40363, 1.37536], [1.75355, -3.79523, 0.57737], [1.84811, -4.90003, -0.25831], [3.02950, -5.62796, -0.29956], [4.11028, -5.25783, 0.48961], [2.73367, -2.53271, 2.00953], [0.84387, -3.20782, 0.60985], [1.00887, -5.18716, -0.87812], [3.11714, -6.48934, -0.95047], [5.04432, -5.80270, 0.47971], [0.97704, -1.06554, -7.42114], [2.29788, -1.26742, -7.63432], [2.68394, -1.96875, -8.75826], [4.04299, -2.17157, -8.96092], [4.97352, -1.68167, -8.05515], [4.54565, -0.98253, -6.93421], [3.19282, -0.76640, -6.71014], [1.93486, -2.33917, -9.44381], [4.37203, -2.71936, -9.83493], [6.02986, -1.84626, -8.21969], [5.26583, -0.60229, -6.22134], [2.83087, -0.23267, -5.84223], [-4.89468, 1.55362, -0.75977], [-4.87585, 1.05093, -2.01333], [-6.08447, 0.82255, -2.64209], [-6.06253, 0.30164, -3.92876], [-4.85565, 0.02300, -4.55514], [-3.65992, 0.26651, -3.89240], [-3.65692, 0.78683, -2.60441], [-7.00705, 1.05004, -2.12635], [-6.99800, 0.11370, -4.44096], [-4.84555, -0.38401, -5.55768], [-2.71345, 0.04761, -4.36969], [-2.73681, 0.98391, -2.07208], [-1.68227, -1.32630, 4.74847], [-2.77746, -1.73073, 5.41579], [-2.69526, -1.88102, 6.78658], [-3.83159, -2.29456, 7.46788], [-5.01406, -2.54568, 6.78494], [-5.06105, -2.38169, 5.40682], [-3.93689, -1.97065, 4.70439], [-1.76083, -1.67261, 7.28857], [-3.78851, -2.41770, 8.54284], [-5.89603, -2.86497, 7.32412], [-5.98092, -2.57154, 4.86814], [-3.94490, -1.82980, 3.63280]],
  "charge": -1,
  "e_above_lowest_kj_mol": 0.0,
  "homo_lumo_gap_ev": 6.66,
  "e_lumo_ev": 2.1900,
  "e_homo_ha": -0.1644
}


{
  "formula": "C4H8B5F20LiO",
  "method": "ωB97M-V/def2-TZVPD",
  "elements": ["Li", "B", "F", "F", "F", "F", "B", "F", "F", "F", "F", "B", "F", "F", "F", "F", "B", "F", "F", "F", "F", "B", "F", "F", "F", "F", "C", "C", "C", "O", "C", "H", "H", "H", "H", "H", "H", "H", "H"],
  "coordinates": [[0.98334, -0.78930, 1.03246], [1.42244, 2.50482, 1.13139], [0.86997, 1.28996, 1.58131], [0.62916, 3.48444, 1.59367], [2.75357, 2.64633, 1.35629], [1.35508, 2.62595, -0.23903], [-2.21744, -0.62058, 1.88165], [-2.77673, -0.78393, 3.10569], [-2.94867, -1.29088, 0.95042], [-2.15346, 0.73772, 1.65624], [-0.92821, -1.13452, 1.76684], [2.92325, -1.69616, 2.95100], [2.93384, -3.09239, 2.92332], [1.66408, -1.29876, 2.70983], [3.20385, -1.37838, 4.25664], [3.83972, -1.17410, 2.10734], [3.21455, -0.30729, -1.20376], [2.24191, -0.00758, -0.33659], [3.89024, 0.86417, -1.56875], [4.10696, -1.16499, -0.63352], [2.70669, -0.85806, -2.45913], [0.84291, -2.97631, -0.37561], [2.07886, -3.18213, -1.06498], [-0.09693, -3.87718, -0.72107], [1.03610, -3.08759, 0.98693], [0.30051, -1.70944, -0.61747], [-1.61526, 1.81115, -1.80052], [-3.00005, 2.14961, -1.39095], [-3.68152, 0.96116, -1.96327], [-2.81109, -0.16868, -1.85659], [-1.45350, 0.31606, -1.73649], [-0.87527, 2.41345, -1.27350], [-1.52198, 1.97334, -2.87433], [-3.54449, 3.01478, -1.76933], [-3.03159, 2.11649, -0.30192], [-3.73859, 1.01333, -3.05052], [-4.67354, 0.77918, -1.54986], [-0.81186, -0.16773, -2.47293], [-1.11686, 0.06402, -0.73088]],
  "s2": 0.754,
  "spin_multiplicity": 2,
  "charge": -3,
  "homo_lumo_gap_ev": [7.17, 3.35],
  "e_lumo_ev": [5.2854, 1.4676],
  "e_homo_ha": [-0.0693, -0.0693]
}


{
  "formula": "C5H14O3",
  "method": "ωB97M-V/def2-TZVPD",
  "elements": ["C", "C", "C", "O", "C", "C", "H", "H", "H", "H", "H", "H", "H", "H", "H", "H", "H", "H", "O", "H", "H", "O"],
  "coordinates": [[-1.69034, 1.49163, 2.45814], [-0.16927, 1.36035, 2.34309], [1.87967, -0.51417, -0.33167], [1.32865, -1.66337, -1.03501], [1.06699, -0.25885, 0.88616], [0.32033, 0.83635, 1.03101], [-1.95535, 1.96680, 3.41105], [-2.04301, 2.19784, 1.70235], [-2.30719, 0.59692, 2.38123], [0.26224, 2.29070, 2.70152], [0.07284, 0.55578, 3.05157], [1.87610, 0.30816, -1.04277], [2.90753, -0.79269, -0.08719], [1.96720, -2.15012, -1.56051], [1.06381, -1.02920, 1.65113], [0.16093, 1.54140, 0.21101], [-1.02159, 1.53928, -1.91244], [-1.07523, 0.23119, -2.65113], [-0.69545, 1.11031, -2.71233], [-1.83092, -2.77035, -1.53177], [-0.67130, -2.09861, -0.97330], [-1.38535, -1.94358, -1.59634]],
  "e_above_lowest_kj_mol": 63.3,
  "homo_lumo_gap_ev": 10.36,
  "e_lumo_ev": 0.7308,
  "e_homo_ha": -0.3537,
  "smiles": "CC/C=C/CO.O.O"
}


Which energy belongs to each record? In order, -3079.9183; -2362.6546; -424.5821 Ha.